#one
Entry from OMol25: a cluster of 2 separate species, C5H10O2 in total (the ωB97M-V functional and the def2-TZVPD basis).

Results
Lowest unoccupied orbital energy (eV): 0.82
Spin multiplicity: 1

Each line ends with the Mulliken charge.
CARTESIAN COORDINATES (ANGSTROEM)
1 O -1.12134 -0.96620 1.75745  -0.50
2 C -1.30244 -1.25647 0.38054  -0.47
3 C -1.14585 -0.01246 -0.44052  -0.18
4 C 1.44307 0.62053 0.80841  -0.85
5 C 1.56234 1.35247 -0.48170  0.17
6 O 1.93909 0.85629 -1.51607  -0.49
7 C -0.61653 -0.00861 -1.65746  -0.80
8 H -1.43846 -1.72671 2.25942  0.29
9 H -0.59425 -2.02554 0.03054  0.27
10 H -2.31985 -1.63587 0.20439  0.36
11 H -1.56769 0.89346 -0.00434  0.38
12 H 0.73988 1.04293 1.53371  0.31
13 H 1.29548 -0.45274 0.69265  0.17
14 H 2.46652 0.80936 1.13711  0.39
15 H 1.43227 2.45301 -0.38120  0.33
16 H -0.14565 -0.89228 -2.08351  0.23
17 H -0.58489 0.88532 -2.27236  0.38

#two
Entry from OMol25: a cluster of 2 separate species, C5H10O2 in total (the ωB97M-V functional and the def2-TZVPD basis).

Results
Lowest unoccupied orbital energy (eV): 0.81
Spin multiplicity: 1

Each line ends with the Mulliken charge.
CARTESIAN COORDINATES (ANGSTROEM)
1 C -0.03990 -0.54434 1.08190  -1.15
2 C 0.72142 -0.15318 -0.16668  1.25
3 C -0.59729 -0.90990 -0.23436  0.53
4 C 2.10929 -0.70199 -0.36458  -1.29
5 C 0.75071 1.28931 -0.61736  -1.53
6 O -3.33557 0.46939 0.29221  -0.60
7 O -1.52534 -1.08223 -0.91062  -0.50
8 H 0.38642 -1.31468 1.61463  0.33
9 H -0.74118 0.02156 1.65087  0.30
10 H 2.42473 -0.45171 -1.38793  0.33
11 H 2.30573 -1.69413 0.10895  0.34
12 H 2.86507 -0.18767 0.30879  0.33
13 H 1.48308 1.84327 0.03745  0.31
14 H -0.13551 1.85526 -0.48179  0.40
15 H 0.97619 1.41388 -1.72036  0.36
16 H -3.44560 -0.53154 0.19746  0.31
17 H -4.20224 0.67869 0.59143  0.28

Stability summary: most stable #one, least stable #two.

#one
Entry from OMol25: a cluster of 2 separate species, C5H10O2 in total (the ωB97M-V functional and the def2-TZVPD basis).

Results
Lowest unoccupied orbital energy (eV): 0.94
Spin multiplicity: 1

Each line ends with the Mulliken charge.
CARTESIAN COORDINATES (ANGSTROEM)
1 C 2.02914 -0.18675 -0.80798  -0.85
2 C 1.44428 -1.55939 -0.95685  0.15
3 O 0.94630 -2.21149 -0.06278  -0.54
4 C -1.16088 0.28248 0.67275  0.79
5 C -1.37764 1.64857 1.24956  -1.08
6 C -1.52520 -0.08395 -0.56182  -1.06
7 O -0.54295 -0.51846 1.57684  -0.53
8 H 1.67451 0.45931 -1.61806  0.30
9 H 3.12027 -0.26223 -0.90581  0.36
10 H 1.77425 0.24171 0.16349  0.21
11 H -0.42447 2.05426 1.60604  0.27
12 H -2.04504 1.58536 2.11595  0.27
13 H -1.81025 2.33089 0.51500  0.33
14 H -1.39670 -1.09943 -0.92543  0.36
15 H 1.49677 -1.99609 -1.97356  0.35
16 H -2.00510 0.63007 -1.22180  0.24
17 H -0.19730 -1.31484 1.13447  0.42

#two
Entry from OMol25: an isolated molecule of C5H10O2 (the ωB97M-V functional and the def2-TZVPD basis).

Results
Lowest unoccupied orbital energy (eV): 0.81
Spin multiplicity: 1

Each line ends with the Mulliken charge.
CARTESIAN COORDINATES (ANGSTROEM)
1 C -1.86879 -0.14799 -0.14296  -1.48
2 C -0.55922 0.10062 0.57643  0.29
3 C 0.65968 -0.86399 0.76589  -0.24
4 O 0.81786 -1.85260 -0.22086  -0.57
5 C 1.55860 0.39934 0.55627  -0.70
6 C 0.37561 1.01989 -0.21258  -0.30
7 O 0.50803 0.57313 -1.56548  -0.58
8 H -2.15333 0.84405 -0.55636  0.32
9 H -2.68963 -0.47732 0.50135  0.37
10 H -1.76591 -0.85624 -0.97255  0.32
11 H -0.75735 0.56574 1.54965  0.34
12 H 0.72885 -1.36713 1.73844  0.43
13 H 0.87332 -1.38416 -1.07083  0.44
14 H 1.76581 0.92009 1.49926  0.27
15 H 2.48428 0.25231 -0.01246  0.32
16 H 0.07622 2.08734 -0.20069  0.43
17 H -0.36323 0.64572 -1.97915  0.35

#three
Entry from OMol25: an isolated molecule of C5H10O2 (the ωB97M-V functional and the def2-TZVPD basis).

Results
Lowest unoccupied orbital energy (eV): 0.90
Spin multiplicity: 1

Each line ends with the Mulliken charge.
CARTESIAN COORDINATES (ANGSTROEM)
1 O -1.94234 0.66540 -0.31868  -0.55
2 C -1.15132 0.13065 -1.36569  -0.68
3 C 0.34023 -0.02894 -1.03937  0.09
4 C 0.83268 0.95786 0.02585  -0.47
5 C 0.54667 0.20876 1.34519  -0.82
6 C 0.42796 -1.27091 0.90351  -0.38
7 O 0.64398 -1.30783 -0.49619  -0.45
8 H -1.65056 0.28678 0.51687  0.33
9 H -1.26789 0.83465 -2.19589  0.39
10 H -1.53090 -0.84724 -1.69919  0.29
11 H 0.90357 0.03575 -1.97673  0.38
12 H 0.33803 1.93009 -0.04745  0.28
13 H 1.91144 1.10369 -0.08099  0.33
14 H -0.36975 0.55117 1.84154  0.35
15 H 1.34937 0.35365 2.07137  0.33
16 H -0.56168 -1.69237 1.14215  0.25
17 H 1.18051 -1.91117 1.37369  0.32

Stability summary: most stable #three, least stable #two.

#one
Entry from OMol25: an isolated molecule of C5H10O2 (the ωB97M-V functional and the def2-TZVPD basis).

Results
Lowest unoccupied orbital energy (eV): 0.83
Spin multiplicity: 1

Each line ends with the Mulliken charge.
CARTESIAN COORDINATES (ANGSTROEM)
1 C -2.02031 1.77376 -0.28192  -0.72
2 O -1.10883 0.79786 -0.71828  -0.29
3 C -0.10457 0.53835 0.23191  -0.82
4 C 0.79433 -0.57096 -0.30264  0.56
5 C 1.98053 -0.85231 0.61326  -1.47
6 C -0.01545 -1.83026 -0.56270  -0.10
7 O 0.44339 -2.94687 -0.50366  -0.50
8 H -2.51234 1.47390 0.65638  0.31
9 H -2.77696 1.88563 -1.06163  0.25
10 H -1.52428 2.74315 -0.11920  0.29
11 H -0.55445 0.23506 1.19502  0.37
12 H 0.49120 1.44681 0.42413  0.41
13 H 1.15327 -0.23963 -1.28938  0.21
14 H 2.56820 -1.68801 0.22706  0.38
15 H 2.62824 0.02587 0.70239  0.41
16 H 1.63651 -1.12777 1.61693  0.34
17 H -1.07848 -1.66459 -0.82768  0.37

#two
Entry from OMol25: an isolated molecule of C5H10O2 (the ωB97M-V functional and the def2-TZVPD basis).

Results
Lowest unoccupied orbital energy (eV): 0.79
Spin multiplicity: 1

Each line ends with the Mulliken charge.
CARTESIAN COORDINATES (ANGSTROEM)
1 C 2.59430 -0.29689 0.64922  -0.71
2 O 1.36037 0.37183 0.63019  -0.31
3 C 0.45009 -0.45151 -0.00089  -0.70
4 C -0.90598 0.19800 -0.33440  0.64
5 C -2.22083 -0.43011 0.15033  -1.24
6 C -0.95684 1.67569 -0.57203  -0.06
7 O -1.97559 2.32545 -0.65898  -0.51
8 H 2.49767 -1.25211 1.18574  0.29
9 H 3.29806 0.35598 1.15539  0.26
10 H 2.93635 -0.51047 -0.37746  0.32
11 H 0.25588 -1.40532 0.50960  0.41
12 H 0.91237 -0.77304 -1.01583  0.27
13 H -0.53767 -0.17349 -1.30606  0.00
14 H -3.05509 0.21360 -0.15167  0.38
15 H -2.36420 -1.40489 -0.32358  0.33
16 H -2.31447 -0.57669 1.23741  0.30
17 H 0.02559 2.13398 -0.77697  0.34

#three
Entry from OMol25: an isolated molecule of C5H10O2 (the ωB97M-V functional and the def2-TZVPD basis).

Results
Lowest unoccupied orbital energy (eV): 0.81
Spin multiplicity: 1

Each line ends with the Mulliken charge.
CARTESIAN COORDINATES (ANGSTROEM)
1 O 1.97746 1.34967 -1.22400  -0.57
2 C 1.36684 1.26595 -0.19997  0.48
3 O 2.00588 1.06778 0.99067  -0.45
4 C -0.11193 1.39761 0.00898  -0.42
5 C -0.71345 0.26986 0.82836  -0.64
6 C -0.36419 -1.13275 0.32470  -0.57
7 C -0.91599 -1.44929 -1.07577  -1.07
8 H 2.82359 0.55722 0.91683  0.34
9 H -0.58613 1.52170 -0.95702  0.29
10 H -0.24035 2.31170 0.57545  0.32
11 H -0.39788 0.27747 1.87241  0.31
12 H -1.79932 0.33860 0.79697  0.34
13 H 0.70878 -1.36222 0.38717  0.31
14 H -0.65406 -1.88713 1.02623  0.45
15 H -1.91614 -1.86795 -1.00042  0.31
16 H -0.25007 -2.11260 -1.58531  0.33
17 H -0.93305 -0.54562 -1.68528  0.26

Stability summary: most stable #three, least stable #two.

#one
Entry from OMol25: an isolated molecule of C14H14N2O (the ωB97M-V functional and the def2-TZVPD basis).

Results
Lowest unoccupied orbital energy (eV): 0.60
Spin multiplicity: 1

Each line ends with the Mulliken charge.
CARTESIAN COORDINATES (ANGSTROEM)
1 O 0.22977 0.79195 -1.83429  -0.62
2 C -0.30739 1.07319 -0.78355  0.46
3 N 0.19733 1.98451 0.09180  -0.13
4 H -0.22670 2.05068 1.00457  0.30
5 C 1.57163 2.41610 -0.00529  -0.82
6 H 1.86945 2.26307 -1.04461  0.40
7 H 1.63644 3.47976 0.24094  0.38
8 C 2.47812 1.59044 0.92678  -1.14
9 C 2.28724 0.12917 0.63154  0.62
10 C 1.34964 -0.61527 1.33559  -0.17
11 C 1.09440 -1.93254 0.99754  -0.69
12 C 1.77753 -2.52145 -0.05149  -0.45
13 C 2.72098 -1.79037 -0.75332  -0.56
14 C 2.97154 -0.47357 -0.41547  -0.29
15 H 3.69763 0.09792 -0.97526  0.38
16 H 3.25544 -2.24499 -1.57419  0.39
17 H 1.57238 -3.54633 -0.32284  0.39
18 H 0.35393 -2.49497 1.54766  0.41
19 H 0.81190 -0.16279 2.15894  0.37
20 H 2.21828 1.80326 1.96677  0.35
21 H 3.51407 1.88787 0.76038  0.40
22 C -1.59383 0.45411 -0.35154  0.32
23 C -2.59224 1.13958 0.33261  -0.24
24 C -3.74216 0.45665 0.69332  -0.51
25 C -3.84442 -0.88572 0.35862  -0.31
26 N -2.90398 -1.54463 -0.29749  -0.64
27 C -1.81477 -0.89092 -0.64900  -0.44
28 H -1.06314 -1.45091 -1.18847  0.55
29 H -4.72193 -1.46206 0.62102  0.36
30 H -4.54270 0.95582 1.21731  0.39
31 H -2.48746 2.19271 0.55609  0.52

#two
Entry from OMol25: an isolated molecule of C14H14N2O (the ωB97M-V functional and the def2-TZVPD basis).

Results
Lowest unoccupied orbital energy (eV): 0.60
Spin multiplicity: 1

Each line ends with the Mulliken charge.
CARTESIAN COORDINATES (ANGSTROEM)
1 O 0.28786 0.98229 -1.73772  -0.52
2 C 0.32278 1.46459 -0.72471  0.61
3 N -0.71162 1.37648 0.11883  -0.13
4 C -1.90742 0.39771 -0.00697  0.56
5 C -2.14584 -0.58354 -1.22787  -0.57
6 C -3.34463 -1.30901 -1.02526  -0.27
7 C -4.24724 -1.30471 0.17014  -0.54
8 N -3.98504 -0.36769 0.92526  -0.51
9 C -2.95406 0.41332 0.95985  -0.33
10 H -2.74417 0.96851 1.92333  0.23
11 H -5.10311 -1.59618 0.06231  0.51
12 H -3.58521 -1.78566 -2.01035  0.27
13 H -1.44870 -0.59229 -2.00669  0.54
14 H -0.81386 1.87780 1.05843  0.27
15 C 1.24606 2.34969 -0.27108  -0.91
16 C 1.88264 1.63258 1.16289  -1.04
17 C 2.35929 0.09625 0.70094  0.52
18 C 3.39612 -0.03139 -0.07089  -0.38
19 C 3.84685 -1.15300 -0.63019  -0.63
20 C 2.91268 -2.27705 -0.06916  -0.38
21 C 1.79026 -2.10389 0.52378  -0.75
22 C 1.41252 -0.72027 1.18520  -0.43
23 H 0.65952 -0.53730 1.71367  0.97
24 H 1.14408 -2.87380 1.08910  0.26
25 H 3.17720 -3.15494 -0.75648  0.25
26 H 4.69095 -1.40677 -1.20044  0.50
27 H 4.06880 0.66593 -0.45596  0.37
28 H 2.88432 2.39374 1.27256  0.28
29 H 1.21516 1.60852 2.02027  0.51
30 H 0.86769 3.28170 0.24795  0.31
31 H 1.98941 2.66083 -0.98915  0.42

Stability summary: most stable #one, least stable #two.